Entry from OMol25: C33H46Br2CoN2O2Si as an isolated structure (ωB97M-V/def2-TZVPD).

Geometry as XYZ:
```
87
Properties=species:S:1:pos:R:3:forces:R:3:mulliken_charge:R:1
Co 2.10162 0.13137 0.65848 0.09 0.19 -0.48 -0.02
O 2.25318 -0.87980 -3.33308 -0.07 0.05 0.08 -0.62
C 2.88166 0.28595 -3.60697 0.00 0.01 0.00 0.36
C 3.83041 0.29074 -4.62677 0.02 0.04 -0.01 -0.73
C 4.49980 1.45550 -4.95634 0.03 0.03 -0.03 -0.35
C 4.23591 2.63441 -4.27067 -0.05 -0.11 0.01 -0.94
C 3.29171 2.62016 -3.25535 0.03 0.06 0.03 -0.71
C 2.60353 1.46509 -2.89956 0.04 0.06 -0.06 0.48
C 1.52329 1.47117 -1.82069 0.20 -0.08 0.15 0.82
O 1.37322 0.26274 -1.20238 -0.11 0.19 0.08 0.46
N 1.85939 2.52986 -0.80720 -0.03 -0.04 0.11 -0.20
N 1.49512 2.24000 0.46218 0.12 -0.16 -0.18 0.37
C 1.15708 3.19561 1.23501 -0.11 0.04 0.30 -0.53
C 0.82928 3.03855 2.65235 0.10 0.03 -0.36 0.17
Br 1.34032 1.41614 3.47893 -0.02 -0.06 0.01 -0.13
C 0.24656 3.97456 3.40018 -0.13 0.23 0.08 -0.98
C -0.30363 5.26317 2.92125 0.07 -0.17 0.08 0.33
C -0.08972 6.41209 3.68216 0.04 0.05 0.04 -0.44
C -0.60275 7.63460 3.28092 0.00 -0.04 -0.02 -0.51
C -1.35451 7.72450 2.11629 0.01 -0.01 0.01 -0.43
C -1.59985 6.58300 1.36689 0.01 -0.02 0.03 -0.58
C -1.08394 5.35905 1.77006 -0.03 0.01 -0.05 -0.30
H 1.77314 -0.71254 -2.47890 0.03 -0.05 0.00 0.04
H 4.02725 -0.63882 -5.14575 0.00 0.01 0.01 0.43
H 5.23664 1.44354 -5.74999 -0.01 -0.01 0.00 0.38
H 4.75936 3.54820 -4.51741 0.00 0.00 0.00 0.40
H 3.10211 3.54326 -2.71975 -0.01 -0.02 0.00 0.26
H 0.57287 1.78907 -2.28489 -0.08 -0.02 -0.04 0.04
H 1.62341 3.47691 -1.08342 -0.08 -0.03 -0.05 0.36
H 1.11188 4.21343 0.85006 -0.04 0.03 0.02 0.57
H 0.16986 3.78992 4.46557 -0.04 0.01 -0.01 0.44
H 0.49164 6.34289 4.59408 0.00 0.00 -0.01 0.42
H -0.41953 8.51636 3.88079 0.00 0.01 -0.01 0.38
H -1.76009 8.67809 1.80467 0.00 -0.01 -0.01 0.38
H -2.20794 6.64019 0.47343 0.00 0.00 0.00 0.39
H -1.32100 4.46384 1.20838 0.03 0.00 -0.02 0.58
C 4.36370 0.23792 0.22106 0.08 -0.09 0.10 -0.68
C 3.94899 -1.02307 -0.26779 0.13 -0.01 0.07 -0.32
C 3.40588 -1.75738 0.80366 0.09 0.06 0.15 -0.74
C 3.48685 -0.95417 1.97707 0.13 0.04 -0.17 -0.73
C 4.09347 0.28430 1.61135 0.07 -0.24 -0.04 -0.84
H 4.81540 1.02314 -0.36512 -0.05 0.02 -0.02 0.49
H 4.00111 -1.35028 -1.29484 -0.07 0.04 -0.01 0.60
H 3.01034 -2.75997 0.74974 -0.06 0.02 0.00 0.53
H 3.20527 -1.25553 2.97435 -0.05 0.00 -0.01 0.58
H 4.34995 1.08723 2.28448 -0.08 0.03 -0.02 0.52
C -0.61608 -4.86946 1.29640 0.05 -0.04 0.01 -1.92
C -1.84998 -3.96721 1.43825 -0.07 -0.10 0.06 2.53
C -1.91674 -3.58304 2.92589 -0.01 -0.04 0.04 -1.78
C -3.09797 -4.80243 1.09337 0.01 -0.08 0.05 -1.79
Si -1.74307 -2.46057 0.27402 0.17 0.07 -0.18 -1.33
Br -0.21031 -1.10853 1.28516 -0.16 0.00 0.47 0.02
C -0.99612 -2.83626 -1.44064 -0.01 -0.13 -0.08 2.88
C -1.66306 -4.08056 -2.05609 0.03 0.00 -0.10 -1.94
C -1.21036 -1.65320 -2.39694 0.03 0.01 -0.10 -2.02
C 0.52427 -3.07653 -1.39542 -0.06 0.00 -0.07 -1.53
C -3.32758 -1.39478 0.22842 -0.10 0.04 -0.04 2.58
C -4.34702 -2.02273 -0.74012 -0.10 0.05 0.02 -1.71
C -3.97867 -1.29503 1.61584 -0.06 0.03 0.00 -2.17
C -3.06428 0.05170 -0.22477 -0.06 0.03 -0.02 -1.96
H -0.69498 -5.67774 2.03209 0.02 0.02 -0.03 0.62
H 0.31055 -4.32871 1.50036 -0.01 0.02 0.00 0.27
H -0.53375 -5.33278 0.31475 0.00 0.02 -0.02 0.32
H -2.04152 -4.50267 3.50883 0.01 0.03 0.00 0.54
H -2.74431 -2.92415 3.17562 -0.01 0.00 -0.02 0.32
H -0.99478 -3.10419 3.25710 -0.01 0.00 -0.02 0.32
H -3.07701 -5.72533 1.68352 -0.01 0.02 -0.01 0.54
H -3.14395 -5.09246 0.04200 0.03 0.02 0.02 0.30
H -4.02518 -4.28530 1.33931 -0.01 0.03 0.01 0.30
H -2.74675 -3.98411 -2.14417 -0.03 0.03 0.01 0.34
H -1.45214 -4.99332 -1.49777 0.01 0.03 0.00 0.33
H -1.26821 -4.22366 -3.06785 -0.01 0.01 0.02 0.53
H -2.26127 -1.48493 -2.63325 0.03 0.00 0.01 0.37
H -0.69754 -1.87781 -3.33870 -0.01 0.03 0.02 0.62
H -0.77618 -0.73205 -2.00331 0.03 -0.02 0.01 0.07
H 0.81433 -3.93053 -0.78851 -0.03 -0.06 0.09 0.27
H 1.05822 -2.19989 -1.03358 0.00 0.00 0.04 -0.13
H 0.86995 -3.26803 -2.41723 -0.01 0.00 0.03 0.56
H -4.61694 -3.04530 -0.47166 0.02 0.00 0.03 0.29
H -3.99141 -2.02775 -1.77002 -0.01 -0.01 0.02 0.30
H -5.26736 -1.42812 -0.71969 0.02 -0.02 0.01 0.52
H -4.34031 -2.25355 1.98520 0.00 -0.02 -0.01 0.35
H -4.84552 -0.62888 1.54431 0.02 -0.02 0.01 0.59
H -3.30082 -0.87123 2.36013 0.02 0.00 -0.03 0.35
H -2.71219 0.12322 -1.25052 0.02 -0.02 -0.01 0.30
H -2.34250 0.55994 0.41492 0.00 -0.03 0.03 0.39
H -4.00968 0.60296 -0.16175 0.03 -0.01 -0.02 0.56
```
Forces are in eV/Å.

LUMO level (spin up / spin down): -0.2 / -0.2 eV
Relative energy (zero: lowest compared OMol25 entry of this formula, charge and spin): 1.5 kcal/mol
Net charge: 0
Strongest force on any atom: 0.52 eV/A
<S²>: 3.7610
Orbital gap (spin up / spin down): 7.342 / 7.680 eV
HOMO (spin up / spin down): -0.2769 / -0.2894 Eh
2S+1: 4
Calculated total energy: -227633.312 eV